Formula: C5H12N2O
Source: OMol25
Level of theory: the ωB97M-V functional and the def2-TZVPD basis

Geometry (Å):
C -2.365 0.388 -0.753
C -0.372 -1.664 0.171
C 2.430 -0.696 0.341
N -1.102 0.868 -0.262
C 0.086 -0.255 0.050
C 1.215 0.395 0.016
N 1.483 1.683 -0.268
O -1.319 1.681 0.912
H -1.704 1.114 1.603
H 2.205 2.330 0.031
H 0.887 2.134 -0.950
H -2.886 -0.300 -0.061
H -2.174 -0.140 -1.687
H -3.020 1.237 -0.972
H -0.621 -2.072 -0.811
H -1.264 -1.725 0.796
H 0.381 -2.297 0.634
H 2.474 -1.462 -0.428
H 2.343 -1.138 1.330
H 3.324 -0.080 0.307

Computed properties:
Energy relative to the best compared isomer or geometry (same formula, charge and spin) ... 107.5 kcal per mole
F_max ... 6.2 eV/Å
Electronic energy ... -382.3313 Ha
2S+1 ... 1
E_LUMO ... 0.95 eV
SMILES ... C/C(N)=C(\C)N(C)O
Gap between HOMO and LUMO ... 0.3150 Eh

---

Formula: C5H12N2O
Source: OMol25
Level of theory: the ωB97M-V functional and the def2-TZVPD basis

Geometry (Å):
C 0.840 0.159 1.342
C 0.194 -0.192 0.010
C -0.823 -1.340 0.155
C -0.400 -2.581 0.976
N -0.500 0.881 -0.632
C 0.291 1.699 -1.391
N -0.412 2.870 -1.859
O 1.413 1.439 -1.822
H 1.300 -0.708 1.810
H 0.096 0.643 1.980
H 1.634 0.889 1.145
H 0.940 -0.698 -0.630
H -1.626 -0.917 0.777
H -1.261 -1.784 -0.735
H 0.567 -2.504 1.477
H -1.042 -2.893 1.814
H -0.384 -3.466 0.342
H 0.570 2.686 -0.110
H 0.005 3.142 -2.739
H -1.403 2.674 -1.909

Computed properties:
Energy relative to the best compared isomer or geometry (same formula, charge and spin) ... 145.2 kcal per mole
F_max ... 3.0 eV/Å
Electronic energy ... -382.2711 Ha
2S+1 ... 1
E_LUMO ... -2.64 eV
Gap between HOMO and LUMO ... 0.2447 Eh

---

Question: What is the formula in the second record?
Answer: C5H12N2O